Entry 1:
{
  "formula": "C20H22N2O2PtS3",
  "method": "the ωB97M-V functional and the def2-TZVPD basis",
  "largest_force_ev_per_a": 1.18,
  "s2": 2.011,
  "multiplicity": 3,
  "e_lumo_ev": [0.299, -1.329],
  "orbital_gap_ev": [7.488, 5.974],
  "de_lowest_kj_mol": 39.83,
  "symbols": ["Pt", "O", "C", "C", "C", "C", "C", "C", "C", "N", "N", "C", "O", "C", "C", "C", "C", "C", "C", "H", "H", "H", "H", "H", "H", "H", "H", "H", "H", "C", "C", "S", "C", "C", "S", "C", "C", "S", "H", "H", "H", "H", "H", "H", "H", "H", "H", "H", "H", "H"],
  "positions_angstrom": [[-0.383, 0.557, 0.909], [0.890, 2.133, 1.699], [2.067, 2.017, 2.232], [2.654, 3.184, 2.788], [3.897, 3.179, 3.367], [4.634, 1.991, 3.448], [4.095, 0.841, 2.932], [2.828, 0.808, 2.314], [2.371, -0.481, 1.886], [1.254, -0.755, 1.305], [0.987, -2.031, 0.946], [-0.300, -2.289, 0.789], [-1.248, -1.535, 1.203], [-0.643, -3.514, 0.019], [-1.963, -3.963, 0.010], [-2.351, -4.972, -0.856], [-1.419, -5.547, -1.709], [-0.095, -5.130, -1.678], [0.294, -4.115, -0.820], [2.072, 4.095, 2.732], [4.312, 4.095, 3.768], [5.607, 1.976, 3.920], [4.647, -0.090, 2.995], [3.015, -1.332, 2.106], [-2.666, -3.501, 0.691], [-3.383, -5.300, -0.877], [-1.724, -6.319, -2.404], [0.632, -5.585, -2.339], [1.312, -3.755, -0.788], [-1.855, 3.729, -0.776], [-3.050, 2.809, -0.536], [-2.707, 1.226, 0.338], [-2.994, -0.018, -0.956], [-2.078, 0.062, -2.161], [-0.339, -0.311, -1.732], [0.567, 1.078, -2.507], [0.478, 2.419, -1.789], [-0.955, 3.410, -2.330], [-1.148, 3.702, 0.054], [-2.221, 4.750, -0.885], [-3.544, 2.563, -1.475], [-3.771, 3.309, 0.112], [-4.037, 0.063, -1.264], [-2.850, -0.963, -0.429], [-2.099, 1.043, -2.628], [-2.389, -0.689, -2.888], [0.227, 1.150, -3.540], [1.602, 0.733, -2.500], [1.375, 3.009, -1.976], [0.394, 2.263, -0.719]]
}

---

Entry 2:
{
  "formula": "C20H37N3O3S",
  "method": "the ωB97M-V functional and the def2-TZVPD basis",
  "largest_force_ev_per_a": 1.08,
  "e_lumo_ev": 0.761,
  "smiles": "C[C@@H]1C[C@@H](C)CN(S(=O)(=O)N2CCC[C@@H](C(=O)N[C@@H]3CCCC[C@H]3C)C2)C1",
  "orbital_gap_ev": 9.837,
  "de_lowest_kj_mol": 0.00,
  "symbols": ["C", "H", "H", "H", "C", "C", "N", "S", "O", "O", "N", "C", "H", "C", "C", "C", "C", "H", "H", "H", "H", "H", "H", "C", "O", "N", "H", "C", "C", "C", "C", "C", "C", "C", "H", "H", "H", "H", "H", "H", "H", "H", "H", "H", "H", "H", "H", "H", "H", "C", "H", "C", "C", "H", "H", "H", "C", "H", "H", "H", "H", "H", "H", "H"],
  "positions_angstrom": [[1.502, 4.900, 0.897], [1.948, 5.636, 0.231], [0.722, 4.362, 0.366], [1.038, 5.422, 1.730], [2.558, 3.925, 1.410], [1.883, 2.771, 2.163], [1.159, 1.951, 1.227], [-0.273, 1.336, 1.701], [-1.039, 2.399, 2.278], [-0.844, 0.650, 0.577], [0.120, 0.307, 2.972], [0.682, -0.959, 2.571], [1.130, -1.411, 3.461], [-0.363, -1.901, 1.937], [-1.761, -1.550, 2.461], [-1.668, -1.126, 3.926], [-0.869, 0.181, 4.028], [-0.348, 0.240, 4.991], [-1.522, 1.049, 3.936], [-2.665, -0.979, 4.343], [-1.176, -1.915, 4.499], [-2.431, -2.408, 2.369], [-2.167, -0.715, 1.886], [-0.204, -1.847, 0.410], [0.893, -1.690, -0.093], [-1.306, -2.122, -0.309], [-2.202, -2.108, 0.150], [-1.340, -1.957, -1.749], [-2.119, -0.694, -2.117], [-2.117, -0.488, -3.627], [-2.724, -1.704, -4.320], [-1.961, -2.970, -3.943], [-1.951, -3.190, -2.429], [-1.175, -4.455, -2.070], [-0.140, -4.365, -2.391], [-1.183, -4.616, -0.995], [-1.615, -5.323, -2.556], [-2.985, -3.300, -2.082], [-2.414, -3.835, -4.433], [-0.930, -2.889, -4.295], [-2.699, -1.568, -5.403], [-3.770, -1.807, -4.021], [-1.091, -0.346, -3.972], [-2.684, 0.410, -3.880], [-1.674, 0.156, -1.597], [-3.151, -0.797, -1.767], [-0.296, -1.851, -2.060], [-0.113, -2.930, 2.224], [1.470, -0.773, 1.841], [1.974, 1.328, 0.214], [2.759, 0.708, 0.674], [2.631, 2.416, -0.640], [3.532, 1.791, -1.699], [4.331, 1.220, -1.232], [2.960, 1.119, -2.333], [3.979, 2.562, -2.323], [3.422, 3.350, 0.280], [4.250, 2.787, 0.720], [3.851, 4.168, -0.304], [1.841, 2.985, -1.134], [1.328, 0.684, -0.381], [2.636, 2.170, 2.695], [1.155, 3.147, 2.881], [3.215, 4.454, 2.110]]
}

---

Entry 3:
{
  "formula": "C3H7N3S",
  "method": "the ωB97M-V functional and the def2-TZVPD basis",
  "largest_force_ev_per_a": 2.40,
  "e_lumo_ev": 0.827,
  "smiles": "C=CN(N)/C=N/S",
  "orbital_gap_ev": 8.595,
  "de_lowest_kj_mol": 291.80,
  "symbols": ["C", "C", "C", "H", "H", "H", "H", "H", "H", "H", "N", "N", "N", "S"],
  "positions_angstrom": [[0.894, -0.922, 0.021], [2.247, -0.951, 0.030], [-1.156, 0.503, -0.022], [1.055, 1.784, 0.876], [0.807, 2.077, -0.732], [0.401, -1.860, 0.048], [2.793, -0.058, -0.166], [2.780, -1.857, 0.108], [-1.441, 1.523, 0.253], [-4.042, -1.282, -0.215], [1.049, 1.363, -0.037], [0.188, 0.266, -0.070], [-1.948, -0.508, -0.134], [-3.628, -0.078, 0.039]]
}